The following is a DFT calculation (ωB97M-V with the def2-TZVPD basis set) of 2 unconnected molecules or ions with the total composition C34H39N4O4.

Last column: Mulliken charge in e.
Atoms and positions in Å:
C -2.112 1.176 -2.828  -0.44
C -2.523 -0.140 -2.559  -0.73
C -2.632 -0.587 -1.247  -0.60
C -2.309 0.261 -0.160  0.59
C -2.272 -0.241 1.193  -1.16
C -2.174 0.627 2.273  -0.33
N -2.904 0.567 3.414  0.39
C -2.661 1.612 4.433  -0.52
C -3.099 1.093 5.793  -0.71
O -4.460 0.665 5.757  -0.35
C -4.701 -0.374 4.808  -0.74
C -4.254 -0.004 3.395  -0.26
C -2.043 1.628 -0.447  -0.33
C -1.876 2.057 -1.761  -0.53
H -1.988 1.518 -3.862  0.60
H -2.755 -0.815 -3.386  0.43
H -2.964 -1.607 -1.028  0.47
H -2.569 -1.275 1.372  0.43
H -1.447 1.448 2.256  0.38
H -1.592 1.846 4.433  0.37
H -3.242 2.523 4.194  0.31
H -2.423 0.274 6.102  0.31
H -3.087 1.904 6.534  0.37
H -4.189 -1.308 5.110  0.32
H -5.791 -0.517 4.833  0.34
H -4.980 0.733 2.993  0.28
H -4.257 -0.886 2.750  0.24
H -1.968 2.345 0.376  0.57
H -1.580 3.091 -1.966  0.45
C 3.218 3.411 -0.799  -0.99
N 2.558 2.237 -1.316  0.29
C 2.016 2.218 -2.572  0.27
O 1.988 3.158 -3.361  -0.69
C 1.416 0.829 -2.792  0.91
C 2.195 -0.001 -3.824  -0.63
C 2.159 0.625 -5.198  0.45
C 3.353 0.971 -5.841  -0.51
C 3.318 1.688 -7.039  -0.58
C 2.085 2.021 -7.620  -0.48
C 0.893 1.589 -7.022  -0.77
C 0.929 0.873 -5.820  -0.15
N 1.459 0.266 -1.435  0.98
C 0.764 -0.836 -1.107  -0.27
C 0.719 -1.347 0.191  0.37
C -0.235 -2.216 0.699  -0.82
C 0.102 -3.068 1.824  0.44
C -0.285 -4.444 1.885  -0.50
C 0.083 -5.257 2.944  -0.55
C 0.813 -4.703 4.020  -0.08
N 0.904 -5.412 5.250  0.91
O 1.454 -4.851 6.226  -0.56
O 0.411 -6.561 5.324  -0.56
C 1.285 -3.376 3.955  -0.77
C 0.926 -2.577 2.882  -0.12
C 2.184 1.117 -0.462  0.12
C 3.459 0.433 0.059  -1.59
C 1.289 1.597 0.685  -1.56
H 3.360 4.127 -1.610  0.40
H 2.623 3.880 -0.007  0.31
H 4.192 3.139 -0.378  0.30
H 0.365 0.948 -3.108  -0.65
H 3.235 -0.079 -3.467  0.36
H 1.750 -1.009 -3.837  0.42
H 4.302 0.699 -5.369  0.33
H 4.254 1.998 -7.508  0.37
H 2.056 2.608 -8.542  0.37
H -0.071 1.818 -7.482  0.39
H 0.006 0.519 -5.349  0.45
H 0.225 -1.321 -1.928  0.40
H 1.536 -1.070 0.858  -0.06
H -1.073 -2.510 0.063  0.62
H -0.867 -4.871 1.062  0.44
H -0.197 -6.307 3.003  0.49
H 1.892 -3.001 4.775  0.49
H 1.267 -1.540 2.868  0.44
H 4.173 0.321 -0.767  0.35
H 3.906 1.053 0.845  0.51
H 3.256 -0.558 0.469  0.28
H 0.426 2.140 0.277  0.45
H 0.913 0.761 1.279  0.22
H 1.866 2.257 1.345  0.63

* E: -50030.5799 eV
* charge: +1
* highest occupied orbital energy: -0.36554 hartree
* orbital gap: 5.00 eV


The following is a DFT calculation (ωB97M-V with the def2-TZVPD basis set) of a molecular structure, C34H39N6O2SV.

Last column: Löwdin spin population.
Atoms and positions in Å:
V 0.851 -0.366 0.237  2.47
C 4.066 0.369 1.126  0.00
N 3.163 0.503 -0.004  0.01
C 2.989 1.915 -0.330  0.00
C 3.574 -0.169 -1.205  0.01
C 4.899 -0.335 -1.564  0.00
C 5.253 -0.797 -2.825  0.01
C 4.253 -1.009 -3.759  0.00
C 2.927 -0.875 -3.412  0.01
C 2.530 -0.540 -2.099  0.01
N 1.237 -0.476 -1.686  0.02
C 0.273 -1.089 -2.454  0.01
C 0.487 -2.366 -3.006  0.01
C -0.409 -2.945 -3.876  0.00
C -1.577 -2.282 -4.211  0.01
C -1.861 -1.067 -3.605  0.00
C -0.971 -0.468 -2.723  0.01
N -1.252 0.789 -2.093  0.01
C -2.627 0.940 -1.659  0.00
C -0.836 1.911 -2.911  0.00
H 5.008 0.923 0.980  0.00
H 3.572 0.759 2.016  0.00
H 4.291 -0.684 1.296  0.00
H 3.943 2.369 -0.653  0.00
H 2.261 2.006 -1.138  0.00
H 2.620 2.445 0.548  0.00
H 5.690 -0.109 -0.860  0.00
H 6.295 -0.934 -3.086  0.00
H 4.509 -1.280 -4.773  0.00
H 2.165 -1.043 -4.162  0.00
H 1.402 -2.888 -2.756  0.00
H -0.189 -3.912 -4.308  0.00
H -2.257 -2.697 -4.943  0.00
H -2.789 -0.569 -3.856  0.00
H -3.337 1.141 -2.479  0.00
H -2.930 0.036 -1.136  0.00
H -2.681 1.779 -0.967  0.00
H -1.441 1.999 -3.831  0.00
H -0.941 2.839 -2.344  0.00
H 0.207 1.787 -3.197  0.00
C -5.165 5.816 1.324  0.00
C -3.949 5.239 2.063  0.00
C -3.876 5.809 3.485  0.00
C -2.693 5.704 1.315  0.00
C -4.062 3.721 2.161  0.00
C -5.166 3.150 2.806  0.01
C -5.318 1.776 2.928  0.00
C -4.345 0.948 2.417  0.01
S -4.245 -0.791 2.393  0.02
C -2.660 -0.650 1.551  0.03
N -2.310 0.594 1.350  0.04
C -3.202 1.497 1.794  0.00
C -3.083 2.883 1.658  0.01
C -1.892 -1.785 1.188  0.05
C -2.415 -3.073 1.445  0.01
C -1.666 -4.203 1.240  0.03
C -0.359 -4.087 0.758  0.02
C 0.131 -2.832 0.450  0.02
C -0.588 -1.649 0.626  0.03
H -5.087 6.901 1.258  0.00
H -6.093 5.574 1.832  0.00
H -5.213 5.416 0.312  0.00
H -3.864 6.898 3.461  0.00
H -2.967 5.458 3.971  0.00
H -4.722 5.485 4.082  0.00
H -2.666 6.794 1.286  0.00
H -2.684 5.346 0.287  0.00
H -1.790 5.365 1.816  0.00
H -5.942 3.776 3.223  0.00
H -6.180 1.355 3.421  0.00
H -2.212 3.268 1.151  0.00
H -3.435 -3.152 1.808  0.00
H -2.079 -5.181 1.455  0.00
H 0.258 -4.971 0.647  0.00
H 1.161 -2.747 0.069  0.00
N 0.099 1.487 0.542  0.03
N 0.663 2.024 1.736  0.01
C 1.084 1.007 2.667  0.01
O 1.328 1.384 3.806  0.01
O 1.212 -0.140 2.179  0.03
H 0.121 2.207 -0.179  0.00
H -0.889 1.170 0.694  0.01
H 0.077 2.721 2.198  0.00

* E: -85452.1729 eV
* charge: -1
* highest occupied orbital energy (spin up / spin down): -0.09300 / -0.15563 hartree
* 2S+1: 4
* orbital gap (spin up / spin down): 4.85 / 6.55 eV


The following is a DFT calculation (ωB97M-V with the def2-TZVPD basis set) of a molecular structure, C34H40ClN11OSTi.

Last column: Löwdin spin population.
Atoms and positions in Å:
Ti 0.821 -0.167 2.934  0.94
C 2.000 0.260 4.921  0.01
C 0.640 0.261 5.299  0.00
C 0.006 1.336 4.657  0.00
C 0.974 2.016 3.880  0.00
C 2.209 1.351 4.046  0.01
H 2.764 -0.404 5.278  0.00
H 0.178 -0.416 5.992  0.00
H -1.019 1.625 4.788  0.00
H 0.841 2.965 3.387  0.00
H 3.161 1.661 3.654  0.00
N -1.497 2.008 1.532  0.00
C -2.020 0.809 1.896  0.01
N -3.319 0.674 1.658  0.05
C -3.844 -0.507 2.046  0.04
N -5.167 -0.685 1.766  0.01
N -3.209 -1.487 2.645  0.08
C -1.884 -1.293 2.821  0.18
N -1.207 -0.137 2.431  0.08
C -1.121 -2.270 3.485  0.11
C -1.667 -3.514 3.890  0.05
C -0.871 -4.422 4.519  0.06
C 0.490 -4.103 4.760  0.11
C 0.962 -2.889 4.344  0.02
N 0.203 -1.962 3.718  0.17
H -2.185 2.727 1.384  0.00
H -0.617 2.268 1.929  0.00
H -5.687 0.142 1.535  0.00
H -5.638 -1.426 2.253  0.00
H -2.712 -3.703 3.678  0.00
H -1.272 -5.378 4.837  0.00
H 1.158 -4.799 5.251  0.01
H 1.997 -2.619 4.496  0.00
C 3.052 -6.151 1.296  0.00
C 2.313 -4.844 1.233  0.00
C 0.969 -4.794 0.875  0.00
C 0.396 -3.549 0.829  0.00
N 1.045 -2.425 1.142  0.00
C 2.324 -2.566 1.571  0.00
S 3.085 -1.146 2.230  0.01
N 2.986 -3.743 1.569  0.00
H 2.821 -6.787 0.440  0.00
H 2.754 -6.693 2.201  0.00
H 4.123 -5.965 1.345  0.00
H 0.406 -5.686 0.631  0.00
H -0.636 -3.430 0.506  0.00
C 0.446 1.864 -5.986  0.00
C 1.152 0.948 -4.976  0.00
C 0.930 -0.509 -5.408  0.00
C 2.661 1.269 -5.034  0.00
C 0.593 1.197 -3.529  0.00
O 0.840 2.532 -3.123  0.00
C -0.907 0.842 -3.433  0.00
C -1.690 1.388 -2.223  0.00
C -1.945 2.882 -2.243  0.00
C -1.437 3.718 -1.252  0.00
C -1.668 5.086 -1.276  0.00
C -2.418 5.632 -2.307  0.00
Cl -2.709 7.348 -2.347  0.00
C -2.938 4.826 -3.305  0.00
C -2.700 3.455 -3.263  0.00
C 1.388 0.315 -2.543  0.00
N 1.389 0.736 -1.145  0.00
C 0.722 0.174 -0.150  0.01
N 1.060 0.728 0.990  0.01
C 2.021 1.632 0.613  0.00
N 2.254 1.676 -0.671  0.00
H 0.896 1.713 -6.971  0.00
H 0.572 2.925 -5.743  0.00
H -0.620 1.654 -6.086  0.00
H 1.360 -0.663 -6.402  0.00
H -0.133 -0.763 -5.466  0.00
H 1.419 -1.216 -4.731  0.00
H 2.949 1.523 -6.058  0.00
H 3.277 0.414 -4.738  0.00
H 2.912 2.116 -4.391  0.00
H 0.298 3.129 -3.651  0.00
H -0.983 -0.248 -3.431  0.00
H -1.427 1.180 -4.329  0.00
H -1.203 1.117 -1.285  0.00
H -2.661 0.887 -2.220  0.00
H -0.830 3.288 -0.458  0.00
H -1.260 5.733 -0.506  0.00
H -3.527 5.264 -4.103  0.00
H -3.123 2.826 -4.044  0.00
H 2.429 0.256 -2.837  0.00
H 0.970 -0.686 -2.552  0.00
H -0.012 -0.598 -0.275  0.00
H 2.544 2.268 1.311  0.00

* E: -100823.6574 eV
* highest occupied orbital energy (spin up / spin down): -0.20004 / -0.27881 hartree
* 2S+1: 3
* orbital gap (spin up / spin down): 5.83 / 7.63 eV


The following is a DFT calculation (ωB97M-V with the def2-TZVPD basis set) of a molecular structure, C34H40KN5OS3Se3Te.

Last column: Mulliken charge in e.
Atoms and positions in Å:
K 0.883 2.798 1.067  0.72
C 0.108 0.707 3.953  -0.11
C 0.170 -0.596 4.691  1.25
C 0.528 -0.653 6.035  -1.03
C 0.605 -1.858 6.719  -0.52
C 0.322 -3.047 6.065  -0.60
C -0.034 -3.013 4.724  -0.23
C -0.113 -1.807 4.042  -0.75
N -0.486 -1.835 2.661  0.17
C 0.414 -1.446 1.656  -0.38
N 1.723 -1.619 1.976  0.54
C 2.827 -0.884 1.375  0.03
C 2.790 0.512 1.337  -0.39
C 3.972 1.074 0.815  -0.75
C 5.068 0.330 0.388  -0.77
C 5.034 -1.060 0.459  -0.51
C 3.893 -1.690 0.958  0.95
C 3.829 -3.196 1.040  -1.73
N 0.022 -1.052 0.497  0.45
C -1.357 -0.960 0.267  -1.20
C -2.098 0.132 0.723  1.02
C -3.470 0.205 0.519  -0.64
C -4.120 -0.819 -0.152  -0.39
C -3.383 -1.897 -0.634  -0.92
C -2.010 -1.986 -0.440  1.17
C -1.215 -3.155 -0.948  -1.34
H 0.299 1.545 4.622  0.47
H -0.869 0.880 3.497  0.13
H 0.863 0.730 3.155  -0.37
H 0.749 0.274 6.551  0.40
H 0.887 -1.866 7.765  0.37
H 0.383 -3.993 6.590  0.36
H -0.255 -3.922 4.177  0.43
H -1.421 -1.494 2.475  0.36
H 1.885 -1.895 2.932  0.36
H 4.059 2.158 0.732  0.31
H 5.954 0.828 0.003  0.40
H 5.888 -1.655 0.146  0.20
H 4.677 -3.646 0.519  0.34
H 2.901 -3.570 0.602  0.26
H 3.852 -3.553 2.074  0.39
H -1.597 0.942 1.242  -0.51
H -4.007 1.072 0.888  0.44
H -5.192 -0.780 -0.311  0.39
H -3.886 -2.694 -1.173  0.31
H -1.861 -3.864 -1.470  0.43
H -0.722 -3.674 -0.122  0.25
H -0.428 -2.823 -1.628  0.08
C -4.955 1.106 -2.946  0.89
C -5.247 2.592 -2.732  -0.90
S -3.962 3.802 -3.098  -0.17
C -2.634 3.385 -1.943  -0.55
C -1.819 2.130 -2.255  2.41
S -1.217 2.085 -3.964  -0.14
C -1.434 0.347 -4.403  0.01
C -2.780 -0.300 -4.077  0.25
S -4.278 0.615 -4.561  -0.19
H -5.891 0.561 -2.796  0.56
H -4.268 0.750 -2.182  -1.25
H -5.575 2.715 -1.695  0.39
H -6.080 2.903 -3.368  0.39
H -3.023 3.322 -0.923  0.23
H -1.983 4.262 -1.953  0.26
H -2.411 1.235 -2.073  -1.90
H -0.968 2.086 -1.576  -0.28
H -0.647 -0.266 -3.954  -0.22
H -1.271 0.337 -5.483  0.52
H -2.857 -0.521 -3.013  -0.82
H -2.816 -1.267 -4.585  0.60
Se -2.093 3.509 2.268  -0.49
Se -1.226 5.705 2.232  -0.29
Te 0.016 6.087 0.051  -0.13
Se 2.439 5.646 0.503  -0.79
N 3.282 -2.162 -2.234  -0.40
C 2.219 -1.408 -2.643  -0.18
O 1.210 -1.894 -3.129  -0.69
C 2.405 0.062 -2.469  0.13
C 3.583 0.710 -2.811  -0.16
C 3.678 2.074 -2.600  -0.61
C 2.611 2.731 -2.004  -0.78
N 1.487 2.108 -1.650  0.05
C 1.382 0.810 -1.903  0.58
H 3.088 -3.150 -2.162  0.35
H 3.854 -1.763 -1.497  0.03
H 4.411 0.150 -3.233  0.45
H 4.576 2.622 -2.850  0.43
H 2.662 3.788 -1.762  0.28
H 0.474 0.308 -1.587  0.26

* E: -297573.2939 eV
* charge: -2
* highest occupied orbital energy: -0.04580 hartree
* orbital gap: 5.11 eV


The following is a DFT calculation (ωB97M-V with the def2-TZVPD basis set) of a molecular structure, C34H40MnN6OS3.

Last column: Löwdin spin population.
Atoms and positions in Å:
Mn -0.299 1.488 -1.367  1.01
C -1.356 6.052 0.884  0.00
C -1.395 5.665 -0.388  0.00
C -0.349 4.725 -0.908  0.00
C 0.403 3.906 0.148  0.00
C 0.508 4.526 1.462  0.00
C -0.352 5.503 1.789  0.00
N 0.856 2.770 -0.238  0.00
C 1.821 1.908 0.469  0.00
C 2.621 2.410 1.601  0.00
C 2.909 1.657 2.663  0.00
C 2.389 0.303 2.819  0.00
C 1.630 -0.269 1.881  0.00
C 1.337 0.440 0.637  0.00
N 0.141 0.124 -0.130  -0.02
N -0.407 -0.985 -0.051  0.00
C -1.272 -1.141 -1.198  0.00
C -1.903 -2.352 -1.386  0.00
C -2.522 -2.578 -2.607  0.00
C -2.470 -1.589 -3.579  0.00
C -1.840 -0.389 -3.289  0.00
N -1.268 -0.151 -2.106  0.00
H -2.057 6.780 1.262  0.00
H -2.104 6.078 -1.090  0.00
H 0.436 5.356 -1.348  0.00
H 1.149 4.095 2.215  0.00
H -0.338 5.877 2.804  0.00
H 3.004 3.419 1.523  0.00
H 3.550 2.052 3.436  0.00
H 2.598 -0.226 3.737  0.00
H 1.153 -1.226 2.041  0.00
H -1.862 -3.104 -0.612  0.00
H -3.005 -3.522 -2.807  0.00
H -2.906 -1.743 -4.554  0.00
H -1.781 0.418 -4.008  0.00
C -4.185 2.246 -2.118  0.00
N -4.306 1.126 -1.194  0.00
C -5.151 0.025 -1.647  0.00
C -3.584 1.060 -0.079  0.00
S -2.163 2.010 0.130  0.00
N -4.023 0.301 0.921  0.00
C -5.448 0.039 1.139  0.00
C -3.169 -0.109 2.038  0.00
H -5.168 2.425 -2.552  0.00
H -3.481 2.022 -2.925  0.00
H -3.861 3.136 -1.584  0.00
H -4.928 -0.157 -2.701  0.00
H -6.212 0.259 -1.551  0.00
H -4.918 -0.875 -1.081  0.00
H -6.045 0.736 0.554  0.00
H -5.647 0.207 2.195  0.00
H -5.717 -0.986 0.889  0.00
H -2.137 -0.205 1.711  0.00
H -3.535 -1.073 2.387  0.00
H -3.233 0.618 2.848  0.00
C 2.268 4.630 -4.446  0.00
O 1.055 4.685 -3.628  0.00
C 0.474 3.575 -3.312  0.00
S 0.888 2.039 -3.735  0.01
S -0.977 3.716 -2.295  0.00
H 2.634 5.651 -4.453  0.00
H 1.982 4.292 -5.438  0.00
H 2.964 3.940 -3.974  0.00
C 4.204 0.652 -2.058  0.00
C 3.720 0.169 -0.677  0.00
C 3.452 -1.333 -0.780  0.00
C 2.362 0.844 -0.451  0.01
C 4.770 0.515 0.373  0.00
C 5.382 1.767 0.350  0.00
C 6.327 2.124 1.296  0.00
C 6.685 1.225 2.292  0.00
C 6.102 -0.032 2.314  0.00
C 5.160 -0.385 1.356  0.00
H 3.555 0.258 -2.842  0.00
H 5.217 0.301 -2.243  0.00
H 4.206 1.739 -2.141  0.00
H 2.774 -1.532 -1.611  0.00
H 3.008 -1.741 0.127  0.00
H 4.380 -1.868 -0.973  0.00
H 1.851 0.892 -1.410  0.00
H 5.111 2.487 -0.411  0.00
H 6.789 3.100 1.256  0.00
H 7.428 1.495 3.028  0.00
H 6.387 -0.749 3.070  0.00
H 4.721 -1.370 1.398  0.00

* E: -110704.9311 eV
* charge: +2
* highest occupied orbital energy (spin up / spin down): -0.48053 / -0.48053 hartree
* 2S+1: 2
* orbital gap (spin up / spin down): 7.08 / 6.96 eV


Strongest force on any atom
In order: 4.01; 1.69; 1.41; 0.14; 2.13
Unit: eV Å⁻¹